A single C7H14N4O molecule at a distorted geometry, computed with ωB97M-V with the def2-TZVPD basis set.

Its total energy is -15490.0360 eV. As for the SMILES: [H]/N=C(/C)NOC1N(C)C=CN1C. The value obtained for the gap between HOMO and LUMO is 0.31098 Eh. The energy above the lowest of the compared OMol25 structures with the same formula, charge and spin comes out at 435.02 kJ/mol. The molar mass comes out at 170.22 g/mol.

```
26
Properties=species:S:1:pos:R:3:nbo_charge:R:1
H 1.24619 1.41170 1.88727 0.34
N 1.18591 2.33161 1.44432 -0.73
C 0.18007 2.36881 0.65078 0.41
C -0.12352 3.46288 -0.35080 -0.66
N -0.75856 1.35391 0.74935 -0.36
O -0.37494 0.18345 1.39708 -0.39
C -0.11674 -0.93931 0.47968 0.40
N -1.16221 -1.20962 -0.35459 -0.47
C -2.23461 -2.05033 0.23722 -0.40
C -0.61832 -1.42146 -1.69438 -0.11
C 0.71302 -1.29106 -1.63082 -0.07
N 1.07156 -0.77806 -0.43224 -0.43
C 2.35348 -1.04013 0.24487 -0.41
H -0.94883 3.00397 -0.85757 0.20
H -0.39978 4.48830 0.18779 0.24
H 0.73772 3.70334 -1.00856 0.25
H -1.52915 1.31176 0.03915 0.38
H 0.02098 -1.78595 1.27036 0.14
H -1.75863 -2.82371 0.79601 0.19
H -2.91461 -1.44294 0.84180 0.21
H -2.73524 -2.57600 -0.55980 0.21
H -1.34168 -1.86677 -2.43582 0.22
H 1.51606 -1.22907 -2.33126 0.22
H 2.48449 -2.13429 0.44145 0.18
H 3.20070 -0.63578 -0.24616 0.21
H 2.30662 -0.39528 1.23486 0.22
```

=====

2 unconnected molecules or ions with the total composition C7H14NO2S2 at a distorted geometry, computed with ωB97M-V with the def2-TZVPD basis set.

Its total energy is -34740.4842 eV. The value obtained for the gap between HOMO and LUMO is 0.26308 Eh. Its total charge is -1. The energy above the lowest of the compared OMol25 structures with the same formula, charge and spin comes out at 8.07 kJ/mol. The molar mass comes out at 208.33 g/mol.

```
26
Properties=species:S:1:pos:R:3:nbo_charge:R:1
C -0.53079 3.02661 0.21040 -0.41
C -1.68424 2.71568 -0.80295 -0.43
C -1.30877 1.83074 0.36548 -0.09
C -0.06559 -3.57758 -0.75762 -0.60
C -0.53109 -2.22217 -0.57647 -0.41
C -0.46732 -1.71891 0.88760 -0.46
C -0.75496 -0.28630 1.11230 0.16
N -0.98128 0.49449 0.09704 -0.42
O 2.99571 0.38700 -1.80578 -0.98
O 3.01845 -0.82269 0.35149 -1.00
S 3.47846 2.12327 0.92335 -0.61
S 2.51132 0.34190 -0.38874 1.51
H 0.50073 2.93215 -0.12096 0.23
H -0.66089 3.81681 0.96189 0.20
H -2.47767 3.37484 -0.82345 0.20
H -1.25017 2.37455 -1.70691 0.22
H -2.00608 1.94675 1.13273 0.17
H -0.25816 -4.29915 0.08438 0.19
H -0.28262 -3.98034 -1.81089 0.20
H 1.03286 -3.63733 -0.56139 0.21
H 0.00725 -1.64844 -1.31897 0.23
H -1.54387 -2.38910 -0.86255 0.19
H -1.20510 -2.22701 1.41159 0.20
H 0.54487 -1.85680 1.48797 0.24
H -0.77695 0.11582 2.11437 0.15
H 2.69587 3.18522 0.39609 0.10
```

=====

2 unconnected molecules or ions with the total composition C7H14O at a distorted geometry, computed with ωB97M-V with the def2-TZVPD basis set.

Its total energy is -9530.7100 eV. As for the SMILES: C/C=C/C=C/CC.O. The value obtained for the gap between HOMO and LUMO is 0.35892 Eh. The energy above the lowest of the compared OMol25 structures with the same formula, charge and spin comes out at 294.91 kJ/mol. The molar mass comes out at 114.19 g/mol.

```
22
Properties=species:S:1:pos:R:3:nbo_charge:R:1
C 2.56536 -1.93948 -1.75427 -0.66
C 1.49180 -1.39619 -0.81784 -0.16
C 0.16649 -1.71105 -0.91286 -0.22
C -0.77504 -1.38288 0.13750 -0.23
C -1.15058 -0.16599 0.46172 -0.19
C -1.74946 0.27073 1.78684 -0.43
C -0.74868 1.30969 2.50249 -0.59
H 3.23303 -2.75718 -1.53168 0.23
H 3.32851 -1.08493 -1.93067 0.21
H 2.16481 -2.23867 -2.75059 0.22
H 1.79301 -0.74281 -0.04502 0.19
H -0.10587 -2.36736 -1.78078 0.20
H -0.97828 -2.16747 0.91466 0.20
H -0.92422 0.62394 -0.28843 0.21
H -2.76696 0.74777 1.60093 0.21
H -1.89756 -0.56689 2.66925 0.20
H -0.40597 2.03505 1.66000 0.18
H -1.05045 1.79893 3.34628 0.21
H 0.17249 0.92392 2.49532 0.21
O -0.84457 3.40687 -2.25173 -0.93
H -1.47509 3.68788 -1.57709 0.47
H -0.04275 3.71612 -1.93401 0.46
```

=====

3 unconnected molecules or ions with the total composition C7H14O at a distorted geometry, computed with ωB97M-V with the def2-TZVPD basis set.

Its total energy is -9529.7640 eV. The value obtained for the gap between HOMO and LUMO is 0.29920 Eh. The energy above the lowest of the compared OMol25 structures with the same formula, charge and spin comes out at 386.19 kJ/mol. The molar mass comes out at 114.19 g/mol.

```
22
Properties=species:S:1:pos:R:3:nbo_charge:R:1
C -0.14177 0.35006 -0.43352 -0.15
C 0.51337 -0.89345 -0.40127 -0.40
C -1.88921 -0.65433 -0.90302 -0.39
C 3.13651 0.55229 0.59274 -0.74
C -0.33128 1.13956 0.83051 -0.64
C -2.95507 -0.61573 0.16047 -0.65
C 2.44710 -0.16413 -0.55449 0.56
O 3.05630 -0.48705 -1.54710 -0.56
H 0.01439 0.95975 -1.32075 0.21
H 0.48388 -1.45603 0.52742 0.21
H 0.55737 -1.48374 -1.31075 0.22
H -2.11190 -0.02140 -1.76351 0.19
H -1.74187 -1.66433 -1.28610 0.19
H 4.20825 0.66890 0.39040 0.23
H 3.00089 -0.03819 1.50453 0.23
H 2.68649 1.53774 0.73760 0.23
H -1.28833 1.66785 0.82221 0.22
H -0.30532 0.50546 1.71839 0.21
H 0.41481 1.93405 0.91034 0.22
H -3.10668 0.39363 0.55397 0.20
H -3.93285 -0.94400 -0.21968 0.22
H -2.71511 -1.28692 0.99159 0.20
```

=====

A single C7H14O molecule at a distorted geometry, computed with ωB97M-V with the def2-TZVPD basis set.

Its total energy is -9530.8931 eV. As for the SMILES: CCCC/C=C/CO. The value obtained for the gap between HOMO and LUMO is 0.37428 Eh. The energy above the lowest of the compared OMol25 structures with the same formula, charge and spin comes out at 277.25 kJ/mol. The molar mass comes out at 114.19 g/mol.

```
22
Properties=species:S:1:pos:R:3:nbo_charge:R:1
C -2.16397 -2.03400 0.68585 -0.61
C -1.75119 -0.95891 -0.32268 -0.41
C -1.82441 0.42726 0.42917 -0.38
C -0.48581 1.40083 0.56962 -0.45
C 0.87723 1.25218 -0.00764 -0.15
C 1.50516 0.34479 -0.76564 -0.26
C 3.01467 0.43620 -1.11964 -0.08
O 3.94565 0.29348 -0.08635 -0.74
H -1.29058 -2.27059 1.24091 0.21
H -3.01358 -1.57994 1.26937 0.20
H -2.63719 -2.88402 0.16900 0.21
H -0.76865 -1.00677 -0.71021 0.20
H -2.34106 -0.89111 -1.22482 0.20
H -2.05591 0.25359 1.44719 0.20
H -2.45820 1.10857 -0.11204 0.20
H -0.28360 1.13188 1.62749 0.22
H -0.91249 2.39861 0.51605 0.22
H 1.46230 2.14107 0.31643 0.20
H 1.04347 -0.45915 -1.32461 0.20
H 3.14519 -0.50724 -1.72912 0.16
H 3.33398 1.33705 -1.66959 0.18
H 3.65899 0.06622 0.80128 0.48
```

=====

2 unconnected molecules or ions with the total composition C7H14O at a distorted geometry, computed with ωB97M-V with the def2-TZVPD basis set.

Its total energy is -9532.0903 eV. As for the SMILES: C=C/C(=C/C)CC.O. The value obtained for the gap between HOMO and LUMO is 0.35288 Eh. The energy above the lowest of the compared OMol25 structures with the same formula, charge and spin comes out at 161.74 kJ/mol. The molar mass comes out at 114.19 g/mol.

```
22
Properties=species:S:1:pos:R:3:nbo_charge:R:1
C 1.76795 1.18394 -1.24899 -0.37
C 0.84843 0.98781 -0.31803 -0.22
C 0.38308 -0.34051 0.18173 -0.04
C 1.26842 -1.33760 0.28866 -0.16
C 0.97268 -2.75186 0.71710 -0.64
C -1.10627 -0.45926 0.38345 -0.43
C -1.60784 0.51688 1.48885 -0.62
H 2.19067 2.14471 -1.53740 0.20
H 2.30907 0.35408 -1.70044 0.19
H 0.23652 1.80499 0.03147 0.19
H 2.30553 -1.22648 -0.01059 0.20
H 1.14371 -3.49342 -0.05981 0.22
H -0.04077 -2.90403 1.06417 0.21
H 1.65772 -3.00666 1.53605 0.22
H -1.53499 -0.08067 -0.54732 0.20
H -1.38313 -1.50395 0.53987 0.22
H -2.23205 1.27974 1.03337 0.21
H -0.76938 0.92216 2.05212 0.21
H -2.33783 0.03111 2.14577 0.22
O -1.40202 2.86204 -2.32187 -0.94
H -1.35208 1.89356 -2.32902 0.47
H -1.31741 3.12343 -1.38914 0.47
```

=====

A molecular structure, C7H14O2 at a distorted geometry, computed with ωB97M-V with the def2-TZVPD basis set.

Its total energy is -11576.8634 eV. The value obtained for the gap between HOMO and LUMO is 0.26622 Eh. The energy above the lowest of the compared OMol25 structures with the same formula, charge and spin comes out at 428.90 kJ/mol. The molar mass comes out at 130.19 g/mol.

```
23
Properties=species:S:1:pos:R:3:nbo_charge:R:1
C 0.77266 0.02701 -0.38202 0.35
C -0.16128 -0.72842 0.38378 0.35
C 1.20941 -0.41746 -1.73090 -0.48
C 2.21058 -1.15920 -0.88805 -0.59
C -1.48791 0.63196 -0.43153 -0.43
C -0.18513 -0.60735 1.87858 -0.67
C -1.71239 1.83972 0.44146 -0.65
O 1.25751 1.18200 0.18443 -0.69
O -0.49993 -1.94664 -0.13400 -0.69
H 1.81288 1.63102 -0.46313 0.49
H -1.09982 -2.39378 0.47353 0.48
H 1.58399 0.39827 -2.35609 0.20
H 0.48782 -1.04079 -2.24955 0.23
H 3.19142 -0.72806 -0.74596 0.19
H 2.13627 -2.23465 -0.84294 0.21
H -2.31890 -0.07240 -0.42858 0.19
H -1.30267 0.88881 -1.47362 0.19
H -1.20474 -0.73980 2.24922 0.21
H 0.45311 -1.37890 2.31320 0.23
H 0.18222 0.36450 2.19231 0.25
H -0.80590 2.44064 0.52433 0.22
H -2.49840 2.48767 0.03678 0.21
H -2.02078 1.55586 1.44873 0.20
```

=====

A molecular structure, C7H14O3 at a distorted geometry, computed with ωB97M-V with the def2-TZVPD basis set.

Its total energy is -13623.2494 eV. As for the expectation value of S²: 0.757. The value obtained for the gap between HOMO and LUMO (spin up / spin down) is 0.11426 / 0.25787 Eh. As for the spin multiplicity: 2. Its total charge is -1. The energy above the lowest of the compared OMol25 structures with the same formula, charge and spin comes out at 43.67 kJ/mol. The molar mass comes out at 146.19 g/mol.

```
24
Properties=species:S:1:pos:R:3:nbo_charge:R:1
O -1.60085 0.35942 2.73895 -0.69
C -0.91912 -0.66180 2.70541 0.10
C -0.14935 -1.38184 0.72055 -0.14
O -0.48101 -0.40305 -0.25119 -0.58
C 0.36814 0.71403 -0.31714 -0.10
C 0.16919 1.46784 -1.61698 -0.08
O -0.87416 2.41339 -1.60362 -0.55
C -2.17687 1.88305 -1.67134 -0.25
H 0.81999 -1.10709 1.18586 0.18
H -1.07610 -1.98088 0.78261 0.19
H 1.42537 0.39120 -0.26652 0.16
H 0.18495 1.39092 0.53689 0.19
H 1.08939 2.03100 -1.82776 0.18
H 0.02057 0.74139 -2.43710 0.17
H -2.85640 2.71555 -1.89210 0.17
H -2.25519 1.13246 -2.47771 0.16
H -2.47649 1.40995 -0.72386 0.19
C 0.77215 -2.86700 -0.24359 -0.55
C 0.03962 -3.45454 -1.42296 -0.64
H 1.74891 -2.43561 -0.49424 0.16
H 0.89264 -3.55739 0.60037 0.17
H -0.07706 -2.71299 -2.22645 0.19
H -0.96924 -3.78873 -1.13490 0.19
H 0.57623 -4.32234 -1.84070 0.18
```

=====

2 unconnected molecules or ions with the total composition C7H14O3P at a distorted geometry, computed with ωB97M-V with the def2-TZVPD basis set.

Its total energy is -22917.9469 eV. The value obtained for the gap between HOMO and LUMO is 0.25340 Eh. Its total charge is -1. The energy above the lowest of the compared OMol25 structures with the same formula, charge and spin comes out at 175.34 kJ/mol. The molar mass comes out at 177.16 g/mol.

```
25
Properties=species:S:1:pos:R:3:nbo_charge:R:1
C 0.89920 -1.90467 -0.58160 -0.39
C 1.98570 -0.87280 -0.13558 -0.40
C -0.27602 -1.78812 0.36149 -0.48
C 1.64935 -0.65055 1.28377 -0.46
C 0.15853 -0.76365 1.41149 0.12
C -1.71521 2.49724 -1.64567 -0.60
C -1.14924 1.17568 -1.18778 -0.77
O 0.89334 2.26207 0.37965 -1.18
O -1.43533 2.01671 1.41489 -1.18
O -0.27009 -0.90732 2.66831 -0.72
P -0.41288 1.50180 0.55138 2.03
H 0.67641 -1.79612 -1.60106 0.19
H 1.39502 -2.80067 -0.50624 0.18
H 2.95247 -1.26208 -0.34891 0.18
H 1.80631 0.02704 -0.62224 0.22
H -1.16198 -1.56056 -0.19347 0.20
H -0.53942 -2.75790 0.76022 0.18
H 1.91703 -1.62262 1.77850 0.15
H 1.87467 0.26119 1.72721 0.25
H -1.55554 3.26849 -0.84590 0.23
H -1.28153 2.93678 -2.68667 0.18
H -2.71348 2.29176 -1.78637 0.19
H -0.59370 0.68362 -1.87741 0.20
H -1.94720 0.45434 -0.95722 0.19
H -1.15641 -0.68964 2.63922 0.48
```

=====

A single C7H14OS2 molecule at a distorted geometry, computed with ωB97M-V with the def2-TZVPD basis set.

Its total energy is -31202.2512 eV. As for the SMILES: CC(C)(S)C(=O)C(C)(C)S. The value obtained for the gap between HOMO and LUMO is 0.34128 Eh. The energy above the lowest of the compared OMol25 structures with the same formula, charge and spin comes out at 216.30 kJ/mol. The molar mass comes out at 178.32 g/mol.

```
24
Properties=species:S:1:pos:R:3:nbo_charge:R:1
C -1.02975 1.96414 0.51708 -0.68
C -1.28964 0.55555 0.11709 -0.19
C -2.36242 0.45430 -0.96222 -0.62
S -1.90710 -0.30765 1.62881 -0.02
C 0.19283 0.06657 -0.50292 0.60
O 0.32208 0.51937 -1.63159 -0.62
C 1.36851 -0.70762 0.06001 -0.18
C 0.95052 -1.67887 1.16844 -0.64
C 2.24203 -1.22189 -1.11366 -0.61
S 2.00452 0.80425 0.97522 -0.02
H -1.75329 2.42418 1.22262 0.23
H -0.73982 2.64416 -0.34099 0.24
H -0.09609 2.08497 1.20055 0.25
H -2.65575 -0.46045 -1.32752 0.21
H -2.01949 1.05544 -1.73732 0.23
H -3.18396 1.03898 -0.49178 0.22
H -1.74801 -1.50220 1.03292 0.11
H 1.76554 -2.20698 1.59157 0.22
H 0.45974 -1.01787 1.97070 0.25
H 0.21283 -2.41261 0.83127 0.21
H 1.51318 -1.70017 -1.72077 0.23
H 3.03489 -1.73779 -0.69568 0.22
H 2.59400 -0.24854 -1.61677 0.23
H 2.12465 1.59073 -0.17505 0.15
```

=====

A single C7H14OS2 molecule at a distorted geometry, computed with ωB97M-V with the def2-TZVPD basis set.

Its total energy is -31200.5378 eV. The value obtained for the gap between HOMO and LUMO is 0.29453 Eh. The energy above the lowest of the compared OMol25 structures with the same formula, charge and spin comes out at 381.62 kJ/mol. The molar mass comes out at 178.32 g/mol.

```
24
Properties=species:S:1:pos:R:3:nbo_charge:R:1
C 2.94600 -0.45763 1.29310 -0.53
C 2.25273 -1.82966 1.16647 -0.56
C 0.46230 -0.01218 0.11606 -0.53
C -1.80929 0.92650 0.48331 -0.60
C -1.44594 -0.60524 -1.33122 -0.60
C -0.46173 1.70654 -1.43567 -0.60
C -0.77493 0.52643 -0.56295 -0.10
O 0.08723 -2.27056 2.08199 -0.96
S 1.66840 0.90794 1.17359 0.19
S 0.56839 -1.64133 0.48688 0.98
H 3.63889 -0.25287 2.13473 0.25
H 3.63093 -0.25537 0.38701 0.22
H 2.62567 -2.48986 0.44842 0.22
H 2.17500 -2.54496 1.94414 0.26
H -0.79222 -1.90284 2.19381 0.46
H -2.86654 1.05048 0.10500 0.21
H -1.61178 1.82564 0.95037 0.21
H -2.03051 0.19331 1.29738 0.21
H -0.65051 -1.12676 -1.86657 0.22
H -1.98294 -1.20156 -0.58186 0.21
H -2.02367 0.02288 -1.94033 0.21
H -1.33952 1.97043 -1.86897 0.20
H 0.18809 1.55106 -2.32643 0.22
H -0.18852 2.42218 -0.73100 0.21
```

=====

A gas-phase ion, C7H14P (charge +1) at a distorted geometry, computed with ωB97M-V with the def2-TZVPD basis set.

Its total energy is -16764.6277 eV. The value obtained for the gap between HOMO and LUMO is 0.28253 Eh. Its total charge is +1. The energy above the lowest of the compared OMol25 structures with the same formula, charge and spin comes out at 292.45 kJ/mol. The molar mass comes out at 129.16 g/mol.

```
22
Properties=species:S:1:pos:R:3:nbo_charge:R:1
C -0.41110 -2.58961 -0.79894 -0.33
C -0.16593 -1.93640 0.41457 0.04
C 0.24290 -2.16859 -1.84928 -0.15
C 0.56447 -0.79619 0.63722 -0.42
C 0.96192 -0.16955 1.91325 -0.64
C -1.71108 1.23606 -0.17891 -0.97
C 0.62614 2.06773 -0.80412 -1.05
P -0.21872 0.51449 -0.89958 1.05
H -1.08085 -3.45540 -0.88578 0.26
H -0.65098 -2.44855 1.25981 0.24
H 1.08226 -1.45134 -1.79843 0.20
H 0.08587 -2.63693 -2.80325 0.23
H 1.45749 -0.76616 -0.08806 0.26
H 0.12295 -0.30088 2.62320 0.23
H 1.33612 0.79937 1.76573 0.23
H 1.75180 -0.69008 2.37673 0.25
H -2.30143 1.56854 -0.93234 0.26
H -1.35186 2.16225 0.41682 0.24
H -2.19974 0.50494 0.43993 0.25
H 0.97629 2.40187 -1.85705 0.29
H 1.60974 1.90795 -0.37316 0.27
H 0.02853 2.85329 -0.42521 0.25
```